[1]
This record from the OMol25 dataset describes 2 unconnected molecules or ions with the total composition C2N5O5 at a distorted geometry. The level of theory is ωB97M-V with the def2-TZVPD basis set.

The geometry in XYZ format:
```
12
Properties=species:S:1:pos:R:3:mulliken_charge:R:1
C 0.53047 0.84911 0.37861 0.3152
C -1.88884 -1.50796 -0.63805 0.7461
N 0.24880 0.69259 -0.93772 -0.1630
N 1.00762 -0.26576 -1.39565 -0.5916
N 1.47101 -0.02973 0.83039 -0.6196
N 1.70497 -0.68916 -0.32719 1.1077
N -0.33321 1.68554 1.07315 0.9291
O -2.23713 -1.46869 -1.72692 -0.3844
O 2.54027 -1.66558 -0.50181 -0.8125
O -1.33394 2.07062 0.51429 -0.5491
O -1.62388 -1.57064 0.47134 -0.3708
O -0.08613 1.89967 2.25955 -0.6070
```

Calculated values
**Energy relative to the best compared isomer or geometry (same formula, charge and spin)**: 0.000 eV
**Net charge**: -1
**LUMO level (alpha / beta)**: 3.09 / 3.09 eV

=====

[2]
This record from the OMol25 dataset describes a molecular structure, C2H8N2O at a distorted geometry. The level of theory is ωB97M-V with the def2-TZVPD basis set.

The geometry in XYZ format:
```
13
Properties=species:S:1:pos:R:3:mulliken_charge:R:1
C 0.10059 1.28477 0.28718 -0.3532
C 1.06476 -0.98295 0.61507 -0.5453
N -0.79683 0.13682 0.01086 -0.0380
N -1.36247 -0.07893 -1.28121 -0.6615
O 0.94550 0.80536 1.22904 -0.5408
H -1.41104 -0.06312 0.79605 0.2589
H -1.68419 -1.04152 -1.34080 0.2416
H -0.64420 0.03877 -1.99239 0.2396
H 0.57706 1.55466 -0.67806 0.2650
H -0.50203 2.13145 0.64984 0.3154
H 1.64982 -0.80289 -0.28055 0.2719
H 1.67482 -1.15648 1.49267 0.3054
H 0.38822 -1.82593 0.49229 0.2411
```

Calculated values
**Energy relative to the best compared isomer or geometry (same formula, charge and spin)**: 5.435 eV
**LUMO level**: 0.83 eV

=====

[3]
This record from the OMol25 dataset describes a single C7H6 molecule at a distorted geometry. The level of theory is ωB97M-V with the def2-TZVPD basis set.

The geometry in XYZ format:
```
13
Properties=species:S:1:pos:R:3:mulliken_charge:R:1
C 1.07322 2.13659 -0.54878 -0.5818
C 1.14739 1.20275 -1.45400 0.1276
C -0.19495 -0.39737 -0.62327 0.8233
C -0.43173 -1.72390 -0.56254 -0.9961
C 0.40419 1.65203 0.68160 -0.1729
C 1.03112 -0.13804 -1.37375 -0.5057
C -0.47057 0.44453 0.46520 -0.5685
H -0.76995 -2.08710 0.35474 0.2787
H -0.34422 -2.49577 -1.30839 0.3167
H 1.11688 1.55658 1.52281 0.3057
H -0.19043 2.56083 1.07917 0.2799
H 1.66536 -0.87774 -1.83526 0.3864
H -1.50247 0.38752 0.97323 0.3067
```

Calculated values
**Energy relative to the best compared isomer or geometry (same formula, charge and spin)**: 5.230 eV
**LUMO level (alpha / beta)**: -0.63 / -0.55 eV

=====

[4]
This record from the OMol25 dataset describes a molecular structure, C36H42BN12OPtS. The level of theory is ωB97M-V with the def2-TZVPD basis set.

The geometry in XYZ format:
```
94
Properties=species:S:1:pos:R:3:mulliken_charge:R:1
Pt -0.39876 -0.00909 -1.17516 0.4626
C -1.23364 -3.49475 -1.44367 -1.2283
C 0.12245 -3.00771 -1.82317 0.6958
C 1.20038 -3.73879 -2.31636 -1.6369
C 2.20725 -2.81906 -2.53648 0.1109
N 1.76685 -1.60645 -2.18267 1.6035
N 0.49229 -1.72210 -1.73958 -0.8907
B 2.47007 -0.22520 -2.42358 0.1317
N 1.51076 0.59212 -3.33798 0.8396
C 1.65595 1.16550 -4.53813 0.1452
C 0.44145 1.70020 -4.92611 -1.5262
C -0.44790 1.41230 -3.89818 0.9234
C -1.90310 1.72438 -3.81253 -1.4333
N 0.21960 0.75005 -2.93967 -0.5427
N 2.56595 0.53229 -1.07128 0.3432
C 3.54533 1.29401 -0.56414 -0.0442
C 3.10813 1.83912 0.62674 -1.6743
C 1.80418 1.37328 0.80166 0.5107
C 0.88191 1.62262 1.94572 -1.1611
N 1.50004 0.58146 -0.23910 -0.0366
N 3.82415 -0.45947 -2.99926 0.4756
C 4.92306 -0.94961 -2.35234 -0.3553
C 5.81231 -1.36697 -3.29923 -1.1564
C 5.17192 -1.11922 -4.53907 0.6864
C 5.68783 -1.39664 -5.91191 -1.2743
N 3.97734 -0.59230 -4.34974 -1.0931
H -1.44530 -4.42524 -1.96570 0.4782
H -2.00607 -2.77592 -1.71746 0.2262
H -1.30147 -3.69254 -0.37192 0.0685
H 1.22919 -4.79695 -2.50817 0.5293
H 3.20059 -2.94361 -2.93660 0.4568
H 2.60618 1.11634 -5.04009 0.6131
H 0.22096 2.21024 -5.84733 0.5375
H -2.45386 0.93036 -3.30645 0.2452
H -2.31219 1.82778 -4.81501 0.4859
H -2.07980 2.66304 -3.28386 0.1759
H 4.48638 1.39656 -1.07775 0.7477
H 3.66090 2.47710 1.29440 0.5882
H 1.06728 2.61140 2.36147 0.4767
H 1.05636 0.88614 2.73452 0.1885
H -0.16420 1.56517 1.64540 0.0419
H 4.98603 -0.97476 -1.27643 0.5827
H 6.79248 -1.78180 -3.13776 0.4608
H 6.77553 -1.36940 -5.92797 0.3869
H 5.30878 -0.66301 -6.62039 0.3566
H 5.37337 -2.38475 -6.25021 0.2445
C 1.40889 -2.57755 6.59006 -1.0680
C 1.71760 -3.39635 5.34745 -0.7510
N 0.64369 -3.32546 4.34131 0.1587
C -0.14922 -4.53504 4.12424 -0.5818
C -1.05328 -4.87630 5.29804 -1.1530
C 0.58364 -2.21049 3.60275 0.0571
O 1.39453 -1.29305 3.67605 -0.6902
C -0.54722 -2.00360 2.61764 -0.5461
C -1.89515 -2.21211 2.86033 0.4699
C -2.82517 -1.79986 1.91258 -1.4170
C -2.38439 -1.17525 0.76837 -0.2609
N -1.07838 -0.93902 0.54745 0.0457
C -0.18391 -1.36335 1.44372 -0.2782
H 2.22758 -2.66736 7.30330 0.3970
H 0.49655 -2.92319 7.07637 0.2918
H 1.29662 -1.52445 6.33669 0.2939
H 1.84574 -4.44939 5.59583 0.4229
H 2.63862 -3.04576 4.88269 0.3855
H 0.55009 -5.35538 3.94633 0.3768
H -0.72399 -4.42409 3.20601 0.3636
H -0.47207 -5.05391 6.20237 0.3486
H -1.61713 -5.78387 5.08449 0.4134
H -1.75911 -4.07208 5.51286 0.3070
H -2.22602 -2.67832 3.77908 0.5042
H -3.88410 -1.95740 2.05921 0.5090
H -3.07686 -0.87176 -0.00368 0.7620
H 0.85688 -1.15976 1.24085 0.9559
S -2.76055 6.03918 -0.05091 -0.1699
C -2.23835 4.40358 -0.29055 1.3971
C -0.91654 4.20181 -0.71576 -1.3351
C -0.45091 2.93062 -0.92247 0.0105
N -1.21658 1.83628 -0.73036 1.2801
C -2.48674 2.02420 -0.33688 -1.2568
C -3.02924 3.26469 -0.10756 -0.6516
C -4.44462 5.82096 0.48075 -0.0160
C -5.47292 5.80234 -0.44866 0.0259
C -6.76905 5.63621 0.02398 -0.3625
N -7.06595 5.49907 1.31226 -0.5502
C -6.06998 5.54216 2.19122 -0.3712
C -4.73775 5.70341 1.83064 0.0237
H -0.25305 5.03989 -0.88266 0.4872
H 0.56437 2.76173 -1.25245 0.2446
H -3.09625 1.14368 -0.21046 0.0985
H -4.06016 3.33988 0.20700 0.4298
H -5.27885 5.92124 -1.50602 0.4298
H -7.60311 5.61500 -0.66749 0.3869
H -6.34499 5.44844 3.23520 0.3843
H -3.96013 5.74363 2.58127 0.4320
```

Calculated values
**Spin multiplicity**: 2
**Expectation value of S²**: 0.753
**Energy relative to the best compared isomer or geometry (same formula, charge and spin)**: 0.000 eV
**Net charge**: +2
**LUMO level (alpha / beta)**: -5.42 / -7.50 eV

=====

[5]
This record from the OMol25 dataset describes a single C4H7NO2S molecule at a distorted geometry. The level of theory is ωB97M-V with the def2-TZVPD basis set.

The geometry in XYZ format:
```
15
Properties=species:S:1:pos:R:3:mulliken_charge:R:1
C -2.58482 1.05111 0.08623 -0.8112
O -2.67765 -0.29212 -0.24372 -0.3582
C -1.45587 -0.87617 -0.26849 -0.0365
C -0.27052 -0.39125 0.09332 -0.2465
O 0.72148 -1.37069 0.12652 -0.3231
C 2.00658 -1.07973 0.10422 0.1763
N 2.48317 0.11111 -0.05635 -0.4248
S 4.19312 0.25226 -0.15183 -0.1832
H -2.16814 1.57215 -0.79538 0.3477
H -1.99466 1.26134 0.92010 0.3295
H -3.59403 1.40917 0.21896 0.2434
H -1.55881 -1.84603 -0.64193 0.4204
H 0.03797 0.61455 0.40076 0.3498
H 2.58694 -2.01906 0.25213 0.3696
H 4.27523 1.60336 -0.04456 0.1467
```

Calculated values
**Energy relative to the best compared isomer or geometry (same formula, charge and spin)**: 3.546 eV
**LUMO level**: 0.90 eV

=====

[6]
This record from the OMol25 dataset describes a gas-phase ion, C3H8N3O (charge +1) at a distorted geometry. The level of theory is ωB97M-V with the def2-TZVPD basis set.

The geometry in XYZ format:
```
15
Properties=species:S:1:pos:R:3:mulliken_charge:R:1
C 0.19005 2.14041 0.92477 -0.0133
C 0.82221 1.52862 1.87644 -0.4037
C 0.13609 -0.11396 -0.65611 -0.3587
N -0.78958 0.32538 0.33778 -0.4836
N -0.35906 -1.46947 -1.14778 -0.2906
N -0.54949 -0.28748 1.52293 -0.1175
O 0.64405 0.19357 2.13803 -0.2752
H -0.13093 2.99963 0.39867 0.4421
H 1.58160 1.91646 2.53918 0.4215
H 1.15429 -0.27154 -0.27012 0.3918
H 0.15330 0.59019 -1.48842 0.3435
H -0.75427 -1.94884 -0.32032 0.3582
H 0.40437 -2.03532 -1.54008 0.3532
H -1.32107 -0.09282 2.16567 0.2652
H -1.10205 -1.36528 -1.85059 0.3670
```

Calculated values
**Energy relative to the best compared isomer or geometry (same formula, charge and spin)**: 5.925 eV
**Net charge**: +1
**LUMO level**: -3.83 eV

=====

[7]
This record from the OMol25 dataset describes a molecular structure, C4H18HgO6 at a distorted geometry. The level of theory is ωB97M-V with the def2-TZVPD basis set.

The geometry in XYZ format:
```
29
Properties=species:S:1:pos:R:3:mulliken_charge:R:1
Hg -0.32780 0.30426 0.58197 1.7663
C -0.40253 3.02821 -1.82567 -0.7567
C -1.35919 1.89465 -2.12514 -0.2915
O -1.66448 1.09178 -1.01803 -0.8690
H -0.30936 3.65989 -2.71439 0.4031
H 0.56674 2.71356 -1.43436 0.0135
H -0.82180 3.68623 -1.05414 0.1641
H -0.89873 1.24781 -2.88521 0.2354
H -2.29731 2.27234 -2.54580 0.2884
C 1.62516 -3.51401 -1.15423 -1.1741
C 0.38763 -2.96993 -0.44080 -0.3041
O 0.35707 -1.57582 -0.47432 -0.8643
H 1.60089 -4.60907 -1.15777 0.3686
H 2.52143 -3.20072 -0.61942 0.2499
H 1.62650 -3.19978 -2.19829 0.2969
H 0.48385 -3.27468 0.61299 0.1832
H -0.49609 -3.46291 -0.86657 0.2623
O 0.28789 -0.18590 2.98174 -0.5688
H 0.28280 0.14064 3.89057 0.2546
H 0.72920 -1.04627 3.02814 0.2849
O 1.93539 0.90317 0.49500 -0.4830
H 2.65434 0.71525 1.10966 0.2429
H 2.26471 1.61435 -0.06952 0.2518
O -0.43356 2.35193 1.68359 -0.5030
H -0.12497 2.57836 2.56947 0.2234
H -1.16019 2.96545 1.49954 0.2991
O -2.23905 -1.00493 1.31395 -0.5490
H -2.65854 -1.61210 0.68994 0.2884
H -2.13001 -1.51175 2.12710 0.2866
```

Calculated values
**Energy relative to the best compared isomer or geometry (same formula, charge and spin)**: 0.933 eV
**LUMO level**: -0.60 eV

=====

[8]
This record from the OMol25 dataset describes 4 unconnected molecules or ions with the total composition C29H48O13S3 at a distorted geometry. The level of theory is ωB97M-V with the def2-TZVPD basis set.

The geometry in XYZ format:
```
93
Properties=species:S:1:pos:R:3:mulliken_charge:R:1
C -0.23562 -0.87751 8.21786 -0.8543
C -0.60737 0.11473 7.04146 -0.5843
C -1.01126 -0.59201 5.68793 -0.4677
C -2.04445 -1.74179 6.03758 -0.2970
C -2.89494 -2.20908 4.76838 -1.3362
C -2.00310 -2.91990 3.69427 0.6883
C -1.78585 -2.31181 2.37099 -1.2512
C -0.96289 -2.95571 1.33305 0.3619
C -0.29608 -4.22426 1.62271 -0.0292
C -0.49908 -4.84953 2.92974 -0.5391
C -1.35448 -4.21915 3.94740 1.4874
C -1.52598 -5.03024 5.29308 -1.0952
O -0.27090 -5.33165 5.92459 -0.3001
C 0.18798 -6.61135 5.64794 0.6523
C 1.73882 -6.75133 5.36372 -0.8523
O -0.46874 -7.61882 5.64695 -0.5355
C 0.61526 -4.88522 0.53398 0.0675
O 0.84229 -6.07191 0.51968 -0.5666
C 1.23521 -3.87374 -0.49189 0.6370
C 2.58052 -4.30662 -1.15588 -1.4225
C 0.61158 -2.68724 -0.77082 0.4836
C 1.18438 -1.62648 -1.75252 -1.0436
C -0.75738 -2.35522 -0.08267 0.1388
O -1.61668 -1.69924 -0.63132 -0.5666
H 0.69653 -0.53475 8.75404 0.3107
H -1.05686 -0.90170 8.98865 0.2415
H -0.04671 -1.93390 7.90172 0.1851
H -1.47939 0.73306 7.39763 0.2867
H 0.27778 0.78889 6.88735 0.3741
H -1.40074 0.13533 4.92192 0.2802
H -0.08840 -1.11136 5.29374 0.2619
H -1.44516 -2.59967 6.43554 0.0404
H -2.77436 -1.36565 6.81189 0.4091
H -3.33647 -1.26592 4.33502 0.3834
H -3.71607 -2.90762 5.09814 0.3822
H -2.25524 -1.34133 2.06845 0.2994
H 0.01753 -5.81999 3.10948 0.4646
H -2.14951 -5.92173 5.03258 0.4351
H -2.12592 -4.44565 6.04601 0.4041
H 1.85314 -7.02672 4.28643 0.2502
H 2.09223 -7.62883 5.97536 0.3371
H 2.29370 -5.82622 5.64891 0.2695
H 2.37005 -5.08741 -1.94212 0.2777
H 3.20317 -4.77810 -0.34166 0.3248
H 3.14869 -3.45781 -1.60593 0.3680
H 1.72460 -2.05870 -2.63334 0.3094
H 1.87376 -0.89507 -1.25097 0.2801
H 0.32761 -1.01644 -2.16166 0.0060
C -2.65641 0.72212 -4.05962 -0.7096
C -2.22565 0.27684 -5.44430 -0.4069
O -1.36573 1.24234 -6.06959 -0.3193
S 0.17479 1.28879 -5.62889 1.2757
C 0.75429 2.29738 -6.95931 -1.0271
O 0.73961 -0.02056 -5.76222 -0.7030
O 0.28124 2.03584 -4.40684 -0.3781
H -1.81152 0.73110 -3.36890 0.1149
H -3.41357 0.04669 -3.65821 0.4077
H -3.06170 1.73552 -4.08697 0.1362
H -1.74496 -0.70385 -5.41290 0.3572
H -3.10521 0.18440 -6.08258 0.2921
H 0.61957 1.75752 -7.89424 0.3547
H 1.81159 2.49741 -6.78934 0.3761
H 0.19526 3.23056 -6.96627 0.3245
C -4.20088 6.95927 -1.97968 -0.9867
C -3.69966 7.45491 -3.32285 -0.3605
O -2.52609 6.74965 -3.74321 -0.2678
S -2.70315 5.28232 -4.37489 1.1842
C -1.07515 5.13503 -5.04195 -0.5053
O -3.64450 5.35268 -5.45434 -0.6766
O -2.85071 4.33688 -3.30851 -0.5774
H -4.58179 5.93953 -2.05475 0.2934
H -5.00791 7.59596 -1.61273 0.3865
H -3.39328 6.94938 -1.24537 0.2596
H -4.48090 7.39192 -4.08420 0.3272
H -3.41775 8.50518 -3.23630 0.2732
H -0.93914 5.89261 -5.81185 0.4278
H -0.97971 4.14002 -5.47339 -0.2281
H -0.35111 5.26290 -4.23937 0.3528
C 6.86183 3.11725 -2.29564 -0.9880
C 5.75595 3.70567 -1.43995 -0.3519
O 4.46149 3.43103 -1.98560 -0.2474
S 3.83090 1.96794 -1.75657 1.2218
C 2.18040 2.35713 -2.24371 -0.5465
O 3.84168 1.67363 -0.35186 -0.6717
O 4.39251 1.06915 -2.72260 -0.6257
H 6.84499 2.02672 -2.26331 0.2983
H 7.83919 3.45140 -1.94259 0.3907
H 6.74078 3.41156 -3.33985 0.2510
H 5.82294 3.35094 -0.40854 0.3391
H 5.85975 4.79145 -1.41490 0.2658
H 1.77035 3.08591 -1.54686 0.3784
H 1.59653 1.43930 -2.21303 0.0652
H 2.19563 2.75294 -3.25483 0.2670
```

Calculated values
**LUMO level**: -0.63 eV

=====

| no. | calculated total energy (eV) |
| --- | --- |
| 1 | -19758.880 |
| 2 | -7226.893 |
| 3 | -7348.269 |
| 4 | -72691.587 |
| 5 | -20679.190 |
| 6 | -9746.539 |
| 7 | -20896.044 |
| 8 | -89971.625 |